1.
Below is a structure of composition C23H31Cl2N4O3Sr at a distorted geometry, with properties calculated with wB97M-V/def2-TZVPD.

Each line ends with the Mulliken charge.
Geometry (Å):
1 H -0.15205 -4.68601 -1.02279  0.271
2 H 0.41645 4.79159 -8.07789  0.356
3 C -0.84715 3.08549 -7.78539  -0.507
4 C 3.00775 -0.49171 0.92911  0.207
5 N 3.65055 0.11709 -0.07019  0.296
6 H -1.54575 3.37219 -8.55969  0.365
7 H -1.45765 -5.17651 2.46081  0.301
8 C -2.40265 0.52799 2.68801  0.101
9 H 3.90285 -0.07381 -2.13279  0.322
10 H 1.64485 2.05269 -5.01659  0.447
11 H -1.89175 -0.18051 3.33581  0.208
12 N -1.05585 -4.04851 0.74121  0.332
13 H -2.87765 -4.74491 1.49521  0.339
14 H 0.14535 2.06869 3.30471  0.405
15 H -1.90775 1.29369 -7.26549  0.313
16 H 0.04855 -2.65941 -0.29459  0.041
17 H 3.47095 -0.31711 1.91041  0.187
18 C -1.82595 0.85079 1.52561  0.113
19 O -0.75715 -1.90241 1.41021  -1.017
20 C 0.38995 -1.25031 3.93011  -0.579
21 C -0.38345 0.31309 -5.30539  -0.180
22 H -4.42565 0.15129 3.30961  0.236
23 C -1.91315 -4.39031 1.85811  -0.954
24 C -0.14975 1.55089 -6.06259  0.645
25 H -3.29365 2.30559 0.86411  0.497
26 C -0.78365 -5.08191 -0.23399  -0.950
27 Cl 1.12655 2.02749 0.94851  -0.695
28 C -0.55335 -2.81971 0.59821  0.426
29 H -3.62065 1.39949 4.23481  0.269
30 H 0.20475 -2.15311 5.83691  0.405
31 C 0.20935 1.15869 3.87391  -0.562
32 H 0.48945 -2.18651 3.40271  0.489
33 H 5.01735 0.99519 1.23601  0.295
34 O 0.32905 -0.11161 -4.41799  -0.434
35 C -0.03425 0.00519 5.83631  0.960
36 H -0.27455 -5.92661 0.23171  0.328
37 C -1.04925 1.92229 -7.06079  -0.490
38 H 2.01615 4.14299 -6.31149  0.376
39 C 3.10475 0.11049 -1.41439  -0.976
40 H 2.63295 1.06879 -1.62449  0.354
41 C -2.41045 1.77089 0.50661  -1.824
42 H -0.11735 2.15829 5.71871  0.444
43 H 4.31835 2.09349 0.04131  0.310
44 H -4.19615 1.74449 2.60681  0.367
45 H -1.67595 2.50359 0.17981  0.168
46 Cl -0.45755 -0.21041 -1.17789  -0.762
47 C 0.95825 2.35709 -5.79439  -0.355
48 H -1.71165 -5.44141 -0.67929  0.329
49 C 0.19165 -1.23401 5.26131  -0.643
50 N -0.03425 0.00519 8.42331  -0.549
51 H 5.54765 0.91039 -0.44949  0.300
52 Sr -0.03425 0.00519 1.07931  2.293
53 C 4.69225 1.08229 0.20291  -0.902
54 C -3.72485 0.98699 3.22711  -1.501
55 N 0.36105 -0.06211 3.29901  0.060
56 C -0.03425 0.00519 7.27731  -0.237
57 O 2.00475 -1.20611 0.81361  -0.539
58 H 2.34205 -0.65331 -1.48729  0.196
59 C 1.15835 3.51709 -6.51779  -0.451
60 H -1.29705 -0.24181 -5.60829  0.274
61 H -2.69025 1.20829 -0.38319  0.183
62 C 0.00975 1.21499 5.20021  -0.581
63 C 0.25645 3.88239 -7.51329  -0.350
64 H -2.06135 -3.50761 2.46771  0.229

charge	-1
molecular weight	570.05	g/mol
E_LUMO	0.0844	hartree
HOMO energy	-1.95	eV
energy relative to the best compared isomer or geometry (same formula, charge and spin)	124.3	kcal per mole

---

2.
Below is a cluster of 3 separate species, C23H31Cl5NO6P in total at a distorted geometry, with properties calculated with wB97M-V/def2-TZVPD.

Each line ends with the Mulliken charge.
Geometry (Å):
1 H 2.41438 4.41546 2.26120  0.246
2 N -5.80845 -3.44623 -0.70757  0.095
3 C 3.73931 -2.90315 -1.22187  0.044
4 C -4.40280 -1.52179 0.30690  -0.573
5 H 2.54176 0.39710 2.08907  0.450
6 C -5.50854 -4.70605 -1.49469  -0.740
7 H -3.83522 0.18901 -1.09219  0.282
8 C 3.99509 -1.58022 -2.19927  -0.487
9 C 5.85667 -3.95120 -0.65780  -0.534
10 O 0.65227 -2.24343 -0.22684  -0.259
11 H 2.14837 -1.87312 -3.50605  0.391
12 C -0.25583 2.31472 1.75513  0.205
13 H 2.66574 -3.30172 -1.50475  -0.032
14 O -8.16345 -3.29285 0.09838  -0.560
15 H -7.87565 -1.44061 -2.32531  0.270
16 H -5.32660 -1.17636 0.94834  0.343
17 H -5.44988 -1.45781 -1.72865  0.145
18 C 3.74274 5.91850 3.06812  0.059
19 C 2.63100 -0.99841 -2.89687  -0.535
20 C 4.91876 7.25498 1.42769  -0.519
21 H 0.67396 0.80468 0.51817  0.542
22 H 2.68366 1.67539 4.21307  0.368
23 H 2.90624 4.97534 -0.09827  0.392
24 H 3.86671 -2.63372 -0.08689  0.231
25 C -4.91070 -2.28985 -1.08803  -0.463
26 H -4.37474 -4.78903 -1.82083  0.299
27 C 4.29145 6.54969 0.39901  -0.369
28 Cl 3.35056 5.47999 4.69260  -0.198
29 O 1.71841 -0.28326 -1.99314  -0.286
30 C 3.39310 5.52759 0.70218  -0.747
31 H 5.63342 -4.24156 0.45368  0.228
32 H 0.95049 3.35101 4.77076  0.454
33 H 6.64602 -4.71003 -1.08897  0.233
34 C -7.27812 -3.12646 -0.90908  0.282
35 H 4.66226 -0.74842 -1.67014  0.281
36 Cl 0.04282 -3.81263 -0.53670  0.036
37 H 4.50424 6.79749 -0.63841  0.363
38 H 6.21736 -2.81703 -0.72294  0.245
39 C 0.88133 2.79786 3.83687  -0.656
40 C -7.90842 -2.61142 -2.36781  -0.828
41 Cl -1.35929 4.20809 3.41006  -0.209
42 O -0.36808 -1.96484 -2.82506  -0.680
43 Cl -1.52940 2.55330 0.61227  -0.158
44 P 0.29635 -1.20907 -1.60572  1.128
45 H -8.96875 -3.06637 -2.57382  0.284
46 H 4.67846 -1.99085 -3.08687  0.310
47 H -6.23523 -4.84335 -2.41458  0.289
48 H -1.51361 -1.14252 0.83049  0.166
49 C 3.11805 5.21308 2.03447  0.163
50 O 4.67089 -4.03218 -1.55335  -0.420
51 O -0.93800 -0.07380 -1.01924  -0.398
52 H -7.11542 -2.93854 -3.17980  0.305
53 H 2.98786 -0.19740 -3.70692  0.262
54 C -0.17951 3.03039 2.95574  0.507
55 C 1.78151 1.13593 2.33169  -0.677
56 C 1.86030 1.85264 3.52491  -0.424
57 Cl 5.46743 7.84904 3.98452  -0.202
58 H -3.97376 -2.63819 -1.73950  0.318
59 C 4.64881 6.94111 2.76353  0.469
60 C -3.39373 -0.25235 -0.10248  -0.538
61 H 5.61920 8.04971 1.18133  0.377
62 C 0.72596 1.36724 1.44747  -0.433
63 H -2.08813 -1.96016 -0.86311  0.071
64 H -3.80500 -2.32470 0.92931  0.227
65 C -1.89469 -0.93723 -0.28159  0.020
66 H -5.69966 -5.65291 -0.79594  0.244
67 H -3.42231 0.53148 0.78413  0.303

SMILES	COCCCO[P@@](=O)(OCl)OCCCCN(C)C(C)=O.Clc1ccccc1Cl.Clc1ccccc1Cl
charge	0
molecular weight	625.74	g/mol
E_LUMO	-0.0421	hartree
HOMO energy	-9.30	eV

---

3.
Below is a structure of composition C23H31F6O3Rh at a distorted geometry, with properties calculated with wB97M-V/def2-TZVPD.

Each line ends with the Mulliken charge.
Geometry (Å):
1 C -1.32873 1.16638 -4.29244  -0.885
2 F 2.88642 1.09690 2.49238  -0.217
3 C 2.70963 -1.39909 -1.18089  -0.744
4 H 0.24402 -2.92577 0.83586  0.521
5 H 0.94072 0.44231 4.15773  0.303
6 H 2.81559 -1.36245 -2.28657  0.396
7 C -2.32454 -0.84264 1.40441  -0.230
8 C -2.20548 -1.14517 -3.93626  -1.995
9 H 3.38372 1.54585 -0.10388  0.163
10 C 0.56868 1.78764 2.48636  0.814
11 C -2.91244 0.46301 1.47260  -0.709
12 H 2.85372 -2.41726 -0.79130  0.326
13 C 1.74219 -2.22920 3.75832  -1.212
14 C -2.97244 -0.22793 -0.71782  -0.005
15 C 1.33897 -0.78421 -0.94658  1.368
16 H -3.36539 -0.33191 -1.71805  0.665
17 C 3.17954 0.82423 -0.90921  -0.536
18 H -0.85114 2.44479 -2.55968  0.224
19 H 1.12515 1.39852 -0.56553  -0.324
20 H 2.50173 -1.79581 4.40363  0.481
21 H -3.13831 1.01481 2.37950  0.506
22 C 0.23994 -0.85258 -3.98728  -1.790
23 H 0.39780 -3.33735 5.18887  0.436
24 O -1.09647 0.38101 -2.26722  0.244
25 H -1.90105 -2.19231 -0.37893  0.421
26 C 1.67305 0.70136 -1.20776  0.529
27 C 0.22077 1.21355 3.87189  -1.508
28 H -2.07162 -1.48676 -4.97412  0.439
29 C -3.30128 0.85502 0.15213  -0.893
30 C -1.53189 1.64924 -2.87344  -0.334
31 H -1.96882 -1.45149 2.23473  0.385
32 C 2.10681 2.20911 2.51996  0.458
33 H -0.47434 1.63771 -4.78522  0.326
34 C -0.09863 -3.39513 3.00325  -1.005
35 C -1.06606 -0.19954 -3.62647  1.505
36 F 2.42459 2.95518 1.42535  -0.319
37 F 0.27223 4.18771 2.91574  -0.292
38 H -3.71173 1.81606 -0.16787  0.392
39 C 0.54796 -2.81748 1.87393  -0.143
40 H 0.24697 -1.89559 -3.64739  0.367
41 H -2.57876 1.84301 -2.59868  0.202
42 C 1.68407 -2.09050 2.34077  0.367
43 Rh -1.34859 0.45323 0.19943  -0.243
44 C -2.34130 -1.27439 0.03135  -0.687
45 H 0.55350 -1.17380 -1.60002  -0.242
46 F 2.48371 2.93179 3.61292  -0.295
47 O 3.64561 -0.48139 -0.52581  -0.485
48 H 0.20337 1.99855 4.63761  0.382
49 C 0.63370 -3.03101 4.17103  -0.207
50 H 1.49280 0.92009 -2.27049  0.095
51 H 2.39875 -1.56202 1.71234  0.355
52 H 1.11970 -0.30784 -3.63861  0.287
53 H 0.30466 -0.87538 -5.08239  0.562
54 C -0.23757 3.11762 2.25064  0.255
55 H -0.99083 -4.01603 2.97189  0.454
56 H -0.75146 0.71351 3.83485  0.196
57 H 3.70029 1.18296 -1.82002  0.302
58 H 1.01139 -0.91746 0.09251  -0.917
59 H -2.19059 -2.02674 -3.28602  0.242
60 O 0.36470 0.92754 1.46435  0.906
61 H -2.24244 1.21122 -4.88694  0.363
62 H -3.17337 -0.63718 -3.88503  0.528
63 F -1.52634 2.94896 2.68975  -0.279
64 F -0.31482 3.44453 0.93183  -0.271

charge	0
molecular weight	572.39	g/mol
E_LUMO (alpha / beta)	0.0143 / -0.0629	hartree
HOMO energy (alpha / beta)	-6.84 / -7.95	eV
energy relative to the best compared isomer or geometry (same formula, charge and spin)	72.3	kcal per mole
expectation value of S²	6.025
multiplicity	5

---

4.
Below is a cluster of 2 separate species, C23H31N2O2 in total at a distorted geometry, with properties calculated with wB97M-V/def2-TZVPD.

Each line ends with the Mulliken charge.
Geometry (Å):
1 H -1.04622 1.97002 -1.88645  0.294
2 H 5.01659 0.42495 1.41448  0.261
3 C 1.79389 1.51820 0.95351  -0.811
4 H 3.47970 -4.84771 0.64812  0.377
5 H 3.49765 -4.71053 2.42572  0.398
6 C 2.94350 -4.43564 1.51556  -1.633
7 H 5.36688 -3.00342 2.43500  0.328
8 H -4.55650 -0.53148 1.64178  0.445
9 N 3.74359 -2.09440 1.43799  0.213
10 H -4.26834 -2.40989 0.02887  0.384
11 C -3.59588 -1.04553 1.55936  -0.315
12 H 1.95436 -4.89938 1.55837  0.380
13 C 5.15387 -2.45542 1.50563  -0.901
14 C 1.48673 -2.28474 1.24629  0.717
15 C 2.72440 -2.98756 1.40163  0.421
16 H -0.43802 -0.97603 2.86168  0.584
17 H -2.66109 0.09047 3.14096  0.416
18 H -2.22345 6.27622 -1.90312  0.257
19 C 0.23652 -2.84286 0.98133  -0.971
20 H 0.23770 -3.84314 0.53851  0.400
21 C -2.43571 0.52364 -1.45085  0.469
22 C -1.05264 -2.26730 1.23944  0.898
23 C -2.18974 -2.71462 0.50668  -0.630
24 H -1.38668 1.97604 0.96576  0.279
25 H -2.06144 -3.53872 -0.19792  0.356
26 O -1.73609 4.39762 -1.27232  -0.323
27 C -1.47740 5.80346 -1.25722  -0.764
28 C -1.27582 -1.27415 2.22948  -0.155
29 C 3.19088 1.58748 1.09687  -0.950
30 H 5.76168 -1.54749 1.47113  0.334
31 H -3.42069 0.82981 -1.07106  0.265
32 H 3.68947 2.55620 1.04403  0.403
33 H -1.24332 -0.98785 -4.78493  0.314
34 N -1.42053 1.47928 -1.07864  -0.008
35 C -3.42459 -2.09110 0.64359  -0.607
36 C 3.24733 -0.78553 1.36496  -0.059
37 H -1.31313 0.58579 -5.62541  0.276
38 C -1.73581 2.37410 -0.00178  -0.287
39 H -1.03916 4.28348 0.70290  0.537
40 C -2.52498 -0.67791 2.38063  -0.706
41 C -1.03677 3.70629 -0.24273  -1.105
42 H -3.24855 1.09797 -3.33857  0.289
43 H -1.56617 6.23114 -0.24179  0.315
44 H -2.81581 -0.66515 -3.21340  0.397
45 H -2.20951 -0.45522 -1.00517  -0.440
46 C -0.89870 0.06156 -4.74446  -0.782
47 H 0.05694 0.20960 0.79394  0.175
48 H -0.00483 3.52212 -0.59484  0.375
49 C -2.50160 0.36967 -2.96913  -0.768
50 H -2.82875 2.50805 0.08091  0.385
51 C 1.84310 -0.87156 1.23626  0.848
52 O -1.22640 0.69588 -3.51527  -0.342
53 H 0.19480 0.07926 -4.79338  0.249
54 C 3.93670 0.41759 1.30186  -1.105
55 C 1.12250 0.28872 0.98646  0.751
56 H -0.46733 6.05555 -1.62670  0.293
57 H 1.21932 2.43166 0.81128  0.248
58 H 5.43352 -3.10748 0.66421  0.330

charge	+1
molecular weight	367.51	g/mol
E_LUMO	-0.1799	hartree
HOMO energy	-10.48	eV
energy relative to the best compared isomer or geometry (same formula, charge and spin)	24.7	kcal per mole